No. 1
Here is a 10-piece molecular cluster, C38H60O30 overall in a non-equilibrium geometry from the Open Molecules 2025 dataset. Energies are from ωB97M-V/def2-TZVPD.

Positions of all 128 atoms, in Å:
C1 -16.296 -13.021 6.911
C2 -14.846 -13.312 7.502
C3 -14.141 -11.992 7.777
O1 -14.549 -11.698 9.106
C4 -14.940 -12.811 9.695
O2 -15.069 -12.945 10.924
O3 -15.111 -13.778 8.800
H1 -17.036 -12.633 7.630
H2 -16.701 -13.905 6.389
H3 -16.393 -12.244 6.152
H4 -14.241 -14.014 6.870
H5 -14.351 -11.268 7.022
H6 -13.148 -12.318 7.758
C5 -19.153 -4.648 9.782
C6 -18.295 -5.833 9.254
C7 -17.643 -5.452 7.910
O4 -16.341 -5.213 8.321
C8 -16.105 -5.731 9.513
O5 -14.944 -5.931 9.989
O6 -17.198 -6.069 10.101
H7 -19.947 -4.507 9.019
H8 -18.597 -3.745 9.868
H9 -19.589 -4.832 10.732
H10 -18.796 -6.795 9.289
H11 -18.157 -4.584 7.400
H12 -17.612 -6.197 7.163
C9 -13.494 -8.690 8.178
C10 -12.022 -9.152 8.370
C11 -11.375 -10.044 7.300
O7 -10.339 -9.202 6.847
C12 -10.296 -8.064 7.427
O8 -9.542 -7.140 7.103
O9 -11.269 -8.004 8.351
H13 -13.654 -7.776 8.637
H14 -14.144 -9.413 8.569
H15 -13.921 -8.555 7.214
H16 -11.911 -9.576 9.355
H17 -12.051 -10.187 6.462
H18 -11.058 -11.024 7.624
C13 -20.559 -5.255 2.004
C14 -20.462 -6.115 3.243
C15 -19.071 -5.993 3.917
O10 -19.322 -5.597 5.217
C16 -20.627 -5.310 5.264
O11 -21.147 -4.766 6.209
O12 -21.268 -5.562 4.180
H19 -20.292 -4.187 2.180
H20 -21.642 -5.212 1.651
H21 -20.005 -5.655 1.143
H22 -20.886 -7.131 3.181
H23 -18.395 -5.339 3.414
H24 -18.489 -6.901 3.960
C17 -15.972 -7.119 13.148
C18 -15.988 -5.574 13.040
C19 -17.377 -4.944 12.939
O13 -17.422 -3.999 13.972
C20 -16.333 -4.122 14.711
O14 -16.161 -3.509 15.732
O15 -15.571 -5.068 14.287
H25 -14.983 -7.472 13.317
H26 -16.319 -7.552 12.238
H27 -16.544 -7.489 13.956
H28 -15.417 -5.192 12.189
H29 -18.287 -5.484 13.033
H30 -17.498 -4.457 11.989
C21 -16.757 -11.457 2.047
C22 -15.546 -12.193 2.440
C23 -14.333 -11.958 1.575
O16 -13.317 -11.932 2.536
C24 -13.860 -11.887 3.757
O17 -13.166 -11.753 4.746
O18 -15.124 -11.918 3.723
H31 -17.654 -11.992 2.476
H32 -16.843 -11.341 0.933
H33 -16.804 -10.430 2.382
H34 -15.919 -13.232 2.328
H35 -14.420 -10.978 1.068
H36 -14.140 -12.686 0.802
C25 -18.412 -7.534 -1.765
C26 -19.439 -8.404 -0.988
C27 -19.123 -9.950 -1.010
O19 -19.065 -10.168 0.417
C28 -19.172 -9.066 1.147
O20 -19.203 -9.061 2.385
O21 -19.320 -8.037 0.404
H37 -17.422 -7.854 -1.438
H38 -18.444 -6.502 -1.492
H39 -18.465 -7.757 -2.802
H40 -20.401 -8.120 -1.277
H41 -18.192 -10.349 -1.409
H42 -19.932 -10.513 -1.396
C29 -11.941 -6.955 4.805
C30 -13.174 -7.107 3.875
C31 -13.689 -8.559 4.026
O22 -14.985 -8.402 4.503
C32 -15.225 -7.156 4.759
O23 -16.329 -6.747 5.037
O24 -14.124 -6.388 4.486
H43 -12.259 -7.194 5.839
H44 -11.567 -5.946 4.793
H45 -11.143 -7.666 4.506
H46 -13.041 -6.833 2.787
H47 -13.081 -9.264 4.612
H48 -13.711 -9.088 3.041
C33 -11.734 -6.108 11.330
O25 -12.797 -7.046 11.246
C34 -12.750 -8.162 11.920
O26 -11.711 -8.458 12.830
O27 -13.754 -8.946 11.740
C35 -13.692 -10.338 12.044
H49 -11.733 -5.714 12.326
H50 -12.048 -5.298 10.735
H51 -10.748 -6.445 11.047
H52 -13.457 -10.529 13.061
H53 -12.944 -10.872 11.346
H54 -14.655 -10.827 11.840
C36 -16.922 -9.442 9.768
O28 -17.926 -9.286 8.821
C37 -17.614 -9.462 7.551
O29 -16.326 -9.803 7.178
O30 -18.585 -9.329 6.755
C38 -18.293 -9.473 5.386
H55 -16.440 -10.448 9.825
H56 -17.245 -9.207 10.721
H57 -16.088 -8.699 9.613
H58 -19.184 -9.426 4.773
H59 -17.834 -10.357 5.099
H60 -17.653 -8.679 5.055

Output
SMILES: C[C@H]1COC(=O)O1.C[C@H]1COC(=O)O1.C[C@H]1COC(=O)O1.C[C@H]1COC(=O)O1.C[C@H]1COC(=O)O1.C[C@H]1COC(=O)O1.C[C@H]1COC(=O)O1.C[C@H]1COC(=O)O1.COC(=O)OC.COC(=O)OC
Net charge: 0
Highest occupied orbital energy in eV: -9.250
Relative energy (zero: lowest compared OMol25 entry of this formula, charge and spin) in eV: 0.000
Lowest unoccupied orbital energy in eV: -0.599

Results of the Löwdin charge analysis, in e, for atoms 1 through 99: number 1, C, carries -0.01; number 2, C, carries -0.25; number 3, C, carries -0.11; number 4, O, carries 0.05; number 5, C, carries -0.55; number 6, O, carries 0.10; number 7, O, carries 0.09; number 8, H, carries 0.09; number 9, H, carries 0.08; number 10, H, carries 0.05; number 11, H, carries 0.17; number 12, H, carries 0.10; number 13, H, carries 0.11; number 14, C, carries 0.00; number 15, C, carries -0.25; number 16, C, carries -0.09; number 17, O, carries 0.11; number 18, C, carries -0.54; number 19, O, carries 0.08; number 20, O, carries 0.08; number 21, H, carries 0.10; number 22, H, carries 0.08; number 23, H, carries 0.06; number 24, H, carries 0.15; number 25, H, carries 0.16; number 26, H, carries 0.09; number 27, C, carries 0.02; number 28, C, carries -0.27; number 29, C, carries -0.05; number 30, O, carries 0.10; number 31, C, carries -0.59; number 32, O, carries 0.11; number 33, O, carries 0.09; number 34, H, carries 0.06; number 35, H, carries 0.03; number 36, H, carries 0.07; number 37, H, carries 0.14; number 38, H, carries 0.10; number 39, H, carries 0.13; number 40, C, carries -0.02; number 41, C, carries -0.33; number 42, C, carries -0.11; number 43, O, carries 0.09; number 44, C, carries -0.59; number 45, O, carries 0.14; number 46, O, carries 0.12; number 47, H, carries 0.11; number 48, H, carries 0.11; number 49, H, carries 0.07; number 50, H, carries 0.16; number 51, H, carries 0.13; number 52, H, carries 0.09; number 53, C, carries 0.03; number 54, C, carries -0.25; number 55, C, carries -0.10; number 56, O, carries 0.10; number 57, C, carries -0.63; number 58, O, carries 0.14; number 59, O, carries 0.13; number 60, H, carries 0.07; number 61, H, carries 0.06; number 62, H, carries 0.08; number 63, H, carries 0.14; number 64, H, carries 0.13; number 65, H, carries 0.10; number 66, C, carries -0.03; number 67, C, carries -0.36; number 68, C, carries -0.09; number 69, O, carries 0.09; number 70, C, carries -0.61; number 71, O, carries 0.13; number 72, O, carries 0.16; number 73, H, carries 0.12; number 74, H, carries 0.10; number 75, H, carries 0.08; number 76, H, carries 0.17; number 77, H, carries 0.14; number 78, H, carries 0.14; number 79, C, carries 0.00; number 80, C, carries -0.22; number 81, C, carries -0.02; number 82, O, carries 0.04; number 83, C, carries -0.59; number 84, O, carries 0.10; number 85, O, carries 0.10; number 86, H, carries 0.09; number 87, H, carries 0.08; number 88, H, carries 0.08; number 89, H, carries 0.13; number 90, H, carries 0.13; number 91, H, carries 0.12; number 92, C, carries 0.01; number 93, C, carries -0.33; number 94, C, carries -0.10; number 95, O, carries 0.10; number 96, C, carries -0.52; number 97, O, carries 0.14; number 98, O, carries 0.10; number 99, H, carries 0.09



No. 2
Here is a 2-piece molecular cluster, CH7OS2 overall in a non-equilibrium geometry from the Open Molecules 2025 dataset. Energies are from ωB97M-V/def2-TZVPD.

Positions of all 11 atoms, in Å:
O1 -2.269 -0.879 -0.582
H1 -0.482 -0.036 -0.829
H2 -3.077 -0.775 -0.060
H3 -2.487 -1.619 -1.165
C1 0.860 0.801 1.101
S1 0.435 0.981 -0.747
S2 1.760 -0.742 -1.469
H4 0.132 1.515 1.450
H5 0.633 -0.073 1.651
H6 1.851 1.189 1.197
H7 2.643 -0.361 -0.547

Output
Net charge: +1
Highest occupied orbital energy in eV: -14.818
Relative energy (zero: lowest compared OMol25 entry of this formula, charge and spin) in eV: 0.866
Lowest unoccupied orbital energy in eV: -5.964

For reference, the natural (NBO) charges in units of e are: number 1, O, carries -0.97; number 2, H, carries 0.26; number 3, H, carries 0.50; number 4, H, carries 0.50; number 5, C, carries -0.66; number 6, S, carries 0.43; number 7, S, carries 0.03; number 8, H, carries 0.25; number 9, H, carries 0.27; number 10, H, carries 0.25; number 11, H, carries 0.14



No. 3
Here is a 2-piece molecular cluster, C18H36NO6 overall in a non-equilibrium geometry from the Open Molecules 2025 dataset. Energies are from ωB97M-V/def2-TZVPD.

Positions of all 61 atoms, in Å:
C1 -0.406 1.410 2.041
C2 -0.998 2.057 0.781
O1 -2.314 2.541 0.975
C3 -0.902 1.028 -0.339
O2 -1.626 1.382 -1.518
C4 -2.889 0.946 -1.579
O3 -3.681 1.580 -2.123
O4 -3.186 -0.273 -1.076
C5 -3.896 -0.215 0.168
C6 -5.391 0.007 -0.003
C7 -6.119 0.189 1.352
C8 -6.827 1.559 1.363
C9 -8.027 1.519 0.428
O5 -8.473 2.821 0.054
H1 -0.862 0.427 2.163
H2 0.645 1.215 1.834
H3 -0.536 2.041 2.913
H4 -0.336 2.892 0.522
H5 -2.264 3.158 1.712
H6 -1.152 0.044 0.059
H7 0.146 0.980 -0.621
H8 -3.783 -1.198 0.622
H9 -3.487 0.506 0.877
H10 -5.770 -0.851 -0.557
H11 -5.611 0.868 -0.625
H12 -5.453 0.070 2.203
H13 -6.917 -0.551 1.381
H14 -7.172 1.784 2.374
H15 -6.105 2.327 1.078
H16 -8.843 1.028 0.957
H17 -7.798 0.997 -0.500
H18 -7.794 3.460 0.296
C10 6.191 -1.929 0.357
C11 4.694 -1.655 0.620
C12 3.856 -2.813 0.069
C13 3.757 -2.817 -1.455
C14 3.277 -1.462 -1.971
C15 4.106 -0.286 -1.450
N1 4.294 -0.343 0.030
O6 3.204 0.044 0.597
C16 5.473 -0.257 -2.165
C17 3.436 1.021 -1.873
C18 4.572 -1.636 2.144
H19 6.393 -2.350 -0.625
H20 6.783 -1.020 0.474
H21 6.578 -2.657 1.071
H22 2.843 -2.760 0.481
H23 4.275 -3.762 0.411
H24 4.721 -3.077 -1.902
H25 3.060 -3.595 -1.771
H26 3.288 -1.462 -3.063
H27 2.230 -1.331 -1.676
H28 6.136 0.480 -1.709
H29 5.346 0.021 -3.211
H30 5.984 -1.216 -2.178
H31 2.408 1.096 -1.521
H32 3.404 1.087 -2.960
H33 3.990 1.885 -1.501
H34 5.145 -0.811 2.574
H35 4.959 -2.566 2.560
H36 3.539 -1.546 2.479

Output
Expectation value of S²: 0.754
Net charge: 0
Highest occupied orbital energy (alpha / beta) in eV: -8.808 / -9.654
Multiplicity: 2
Lowest unoccupied orbital energy (alpha / beta) in eV: 0.616 / 0.016

For reference, the natural (NBO) charges in units of e are: number 1, C, carries -0.64; number 2, C, carries 0.07; number 3, O, carries -0.72; number 4, C, carries -0.10; number 5, O, carries -0.49; number 6, C, carries 0.99; number 7, O, carries -0.56; number 8, O, carries -0.54; number 9, C, carries -0.07; number 10, C, carries -0.44; number 11, C, carries -0.40; number 12, C, carries -0.42; number 13, C, carries -0.06; number 14, O, carries -0.72; number 15, H, carries 0.20; number 16, H, carries 0.23; number 17, H, carries 0.21; number 18, H, carries 0.16; number 19, H, carries 0.47; number 20, H, carries 0.19; number 21, H, carries 0.21; number 22, H, carries 0.18; number 23, H, carries 0.19; number 24, H, carries 0.21; number 25, H, carries 0.22; number 26, H, carries 0.21; number 27, H, carries 0.20; number 28, H, carries 0.20; number 29, H, carries 0.20; number 30, H, carries 0.17; number 31, H, carries 0.17; number 32, H, carries 0.46; number 33, C, carries -0.62; number 34, C, carries 0.10; number 35, C, carries -0.42; number 36, C, carries -0.40; number 37, C, carries -0.42; number 38, C, carries 0.10; number 39, N, carries 0.02; number 40, O, carries -0.39; number 41, C, carries -0.62; number 42, C, carries -0.60; number 43, C, carries -0.60; number 44, H, carries 0.20; number 45, H, carries 0.22; number 46, H, carries 0.22; number 47, H, carries 0.21; number 48, H, carries 0.22; number 49, H, carries 0.19; number 50, H, carries 0.22; number 51, H, carries 0.22; number 52, H, carries 0.21; number 53, H, carries 0.22; number 54, H, carries 0.22; number 55, H, carries 0.21; number 56, H, carries 0.22; number 57, H, carries 0.21; number 58, H, carries 0.22; number 59, H, carries 0.22; number 60, H, carries 0.21; number 61, H, carries 0.23



No. 4
Here is C15H12HgIN2 as an isolated structure from the Open Molecules 2025 dataset. Energies are from ωB97M-V/def2-TZVPD.

Positions of all 31 atoms, in Å:
Hg1 -1.101 2.123 -1.949
I1 -0.067 3.176 1.027
C1 1.567 1.939 0.665
C2 2.555 1.993 1.611
C3 3.700 1.183 1.511
C4 3.817 0.316 0.470
C5 2.806 0.228 -0.518
C6 2.950 -0.719 -1.558
C7 1.989 -0.853 -2.510
C8 0.859 -0.010 -2.475
C9 0.677 0.939 -1.495
C10 1.650 1.064 -0.462
H1 2.452 2.664 2.452
H2 4.468 1.250 2.269
H3 4.682 -0.328 0.381
H4 3.838 -1.338 -1.570
H5 2.092 -1.589 -3.297
H6 0.121 -0.132 -3.260
N1 -4.185 0.070 -1.049
C11 -3.424 -0.480 -0.046
C12 -3.955 -1.453 0.815
C13 -3.130 -1.993 1.776
C14 -1.807 -1.567 1.868
C15 -1.383 -0.604 0.975
N2 -2.164 -0.066 0.040
H7 -5.184 -0.013 -0.989
H8 -3.831 0.920 -1.458
H9 -4.984 -1.769 0.717
H10 -3.514 -2.744 2.453
H11 -1.131 -1.969 2.608
H12 -0.363 -0.236 0.998

Output
Expectation value of S²: 0.760
Net charge: 0
Highest occupied orbital energy (alpha / beta) in eV: -7.225 / -8.065
Multiplicity: 2
Lowest unoccupied orbital energy (alpha / beta) in eV: 0.438 / -0.944

For reference, the natural (NBO) charges in units of e are: number 1, Hg, carries 0.57; number 2, I, carries 0.15; number 3, C, carries -0.12; number 4, C, carries -0.25; number 5, C, carries -0.21; number 6, C, carries -0.20; number 7, C, carries 0.03; number 8, C, carries -0.21; number 9, C, carries -0.21; number 10, C, carries -0.28; number 11, C, carries -0.35; number 12, C, carries -0.20; number 13, H, carries 0.22; number 14, H, carries 0.22; number 15, H, carries 0.21; number 16, H, carries 0.21; number 17, H, carries 0.22; number 18, H, carries 0.21; number 19, N, carries -0.80; number 20, C, carries 0.38; number 21, C, carries -0.31; number 22, C, carries -0.14; number 23, C, carries -0.30; number 24, C, carries 0.06; number 25, N, carries -0.51; number 26, H, carries 0.38; number 27, H, carries 0.39; number 28, H, carries 0.21; number 29, H, carries 0.21; number 30, H, carries 0.22; number 31, H, carries 0.20